The following is a quantum chemistry calculation of an isolated molecule of C6H10, from the OMol25 dataset.

Values from the calculation:
* spin multiplicity: 1
* HOMO: -8.551 eV
* SMILES: C=CC(=C)CC
* electronic energy: -6382.220 eV
* largest force on an atom: 2.5 eV/A
* energy relative to the best compared isomer or geometry (same formula, charge and spin): 37.81 kcal per mole
* LUMO: 1.01 eV

XYZ file:
```
16
Properties=species:S:1:pos:R:3:forces:R:3:lowdin_charge:R:1
C -0.218 1.359 -0.140 -0.3883 -0.0655 0.1126 -0.159
H -1.419 -0.683 -1.189 -0.2739 -0.2580 -0.3117 0.062
C -1.065 -1.537 -0.620 1.0119 0.6979 1.1038 -0.086
H -1.795 -2.309 -0.473 -0.5885 -0.2717 -0.2167 0.058
H 2.351 0.548 0.369 -0.0599 0.7381 0.6116 0.059
C 0.275 0.154 0.560 1.0401 -0.5546 0.2984 -0.352
H -0.186 -1.972 -1.086 0.0167 0.0301 -0.3860 0.073
H 1.877 -0.603 1.718 0.0308 -0.7073 -0.3650 0.060
C -0.611 -1.025 0.812 -1.4593 0.0878 -2.0074 -0.206
H -1.237 1.626 0.136 0.0131 0.1168 -0.0325 0.110
H -1.572 -0.790 1.274 0.2755 -0.0669 0.7303 0.104
H -0.086 -1.901 1.166 0.0703 0.2954 1.0540 0.101
H 1.468 1.813 -1.248 0.1239 0.3007 0.0578 0.058
C 0.495 2.160 -0.918 0.1881 -0.4417 -0.2266 0.011
C 1.562 0.038 0.910 0.2014 0.1555 -0.3452 0.054
H 0.160 3.123 -1.271 -0.2020 -0.0566 -0.0776 0.054
```
Positions in Å, forces in eV/Å.